Here is a cluster of 2 separate species, C9H14 in total at a distorted geometry from the Open Molecules 2025 dataset. Energies are from ωB97M-V/def2-TZVPD.

## Properties
* energy above the lowest of the compared OMol25 structures with the same formula, charge and spin: 9.9 kcal per mole
* LUMO: 1.0 eV
* SMILES: Cc1ccccc1.CC
* HOMO-LUMO gap: 10.07 eV
* energy: -351.3144 a.u.

```
23
Properties=species:S:1:pos:R:3:lowdin_charge:R:1
C 1.24 -1.19 1.52 -0.059
C 0.99 0.20 0.98 -0.283
C 1.55 0.54 -0.25 -0.063
C 1.20 1.71 -0.90 -0.087
C 0.14 2.47 -0.42 -0.100
C -0.38 2.17 0.83 -0.097
C 0.07 1.07 1.55 -0.057
H 0.32 -1.61 1.93 0.075
H 2.01 -1.29 2.29 0.077
H 1.47 -1.84 0.68 0.067
H 2.32 -0.12 -0.65 0.110
H 1.58 1.93 -1.89 0.100
H -0.22 3.31 -1.00 0.099
H -1.09 2.82 1.32 0.100
H -0.22 0.99 2.59 0.111
C -1.32 -2.96 -1.25 -0.149
C -2.55 -2.06 -1.50 -0.160
H -0.79 -3.17 -2.18 0.061
H -0.68 -2.42 -0.56 0.035
H -1.64 -3.87 -0.75 0.057
H -2.26 -1.02 -1.34 0.052
H -3.30 -2.24 -0.73 0.056
H -3.01 -2.20 -2.47 0.057
```

Here is a cluster of 2 separate species, C9H14 in total at a distorted geometry from the Open Molecules 2025 dataset. Energies are from ωB97M-V/def2-TZVPD.

## Properties
* energy above the lowest of the compared OMol25 structures with the same formula, charge and spin: 29.7 kcal per mole
* LUMO: 1.1 eV
* SMILES: Cc1ccccc1.CC
* HOMO-LUMO gap: 10.07 eV
* energy: -351.2829 a.u.

```
23
Properties=species:S:1:pos:R:3:lowdin_charge:R:1
C -0.24 -0.63 -2.68 -0.046
C -0.96 -0.30 -1.35 -0.289
C -1.72 0.83 -1.16 -0.070
C -2.07 1.25 0.12 -0.080
C -1.82 0.36 1.17 -0.106
C -1.20 -0.86 0.92 -0.128
C -0.83 -1.30 -0.36 -0.037
H -0.75 -1.53 -3.03 0.077
H 0.81 -0.79 -2.49 0.068
H -0.32 0.14 -3.44 0.071
H -1.71 1.56 -1.97 0.110
H -2.76 2.06 0.25 0.096
H -1.89 0.70 2.21 0.107
H -1.19 -1.49 1.80 0.097
H -0.31 -2.25 -0.51 0.118
C 2.04 -0.28 1.93 -0.140
C 2.08 0.74 0.76 -0.166
H 2.78 0.21 2.59 0.065
H 1.05 -0.57 2.30 0.053
H 2.73 -1.01 1.60 0.039
H 1.11 0.93 0.27 0.044
H 2.81 0.51 -0.02 0.063
H 2.35 1.75 1.09 0.054
```

Here is a cluster of 2 separate species, C9H14 in total at a distorted geometry from the Open Molecules 2025 dataset. Energies are from ωB97M-V/def2-TZVPD.

## Properties
* energy above the lowest of the compared OMol25 structures with the same formula, charge and spin: 45.6 kcal per mole
* LUMO: 1.0 eV
* SMILES: Cc1ccccc1.CC
* HOMO-LUMO gap: 9.94 eV
* energy: -351.2576 a.u.

```
23
Properties=species:S:1:pos:R:3:lowdin_charge:R:1
C 0.58 2.70 -1.08 -0.040
C 0.85 1.18 -1.09 -0.276
C 0.35 0.24 -1.99 -0.041
C 0.45 -1.11 -1.56 -0.109
C 1.33 -1.54 -0.63 -0.116
C 1.96 -0.57 0.19 -0.064
C 1.69 0.79 -0.05 -0.066
H 0.02 3.19 -1.89 0.086
H 1.41 3.27 -0.92 0.021
H 0.16 2.78 -0.06 0.090
H -0.18 0.67 -2.88 0.125
H -0.15 -1.78 -2.26 0.119
H 1.62 -2.56 -0.58 0.093
H 2.66 -0.92 0.86 0.075
H 2.23 1.53 0.50 0.104
C -2.53 -0.81 1.33 -0.173
C -1.17 -1.02 2.01 -0.169
H -3.31 -0.75 2.13 0.064
H -2.72 0.08 0.75 0.047
H -2.61 -1.77 0.73 0.078
H -1.45 -1.41 3.04 0.086
H -0.55 -0.26 1.86 -0.010
H -0.66 -1.95 1.59 0.074
```